[1]
20
Properties=species:S:1:pos:R:3:forces:R:3:mulliken_charge:R:1 method="wB97M-V/def2-TZVPD" charge=+1 homo_energy_ev=-12.11 orbital_gap_ev=8.7 multiplicity=1 total_energy_ha=-307.46466 relative_energy_kj_mol=412.1
C -2.33520 0.56345 0.20014 0.01 -1.32 0.53 -0.180
C -1.65268 -0.48049 -0.17423 -1.47 1.30 -0.85 0.249
C -3.76137 0.93049 0.05875 -1.31 -3.27 -0.30 -0.939
C -1.19745 -1.48929 -0.82957 0.98 -0.85 -0.15 -0.859
C 1.67438 -1.15323 1.34863 1.97 -2.30 -0.08 -0.171
N 2.51549 -0.93508 0.40171 -0.91 1.06 0.05 -0.445
N 3.07640 1.40190 -0.78591 -2.15 -1.19 1.77 -0.625
H -1.95787 1.09202 1.00493 1.52 1.53 1.27 0.278
H -3.79209 1.83974 -0.42112 -0.37 2.20 -1.18 0.318
H -4.37130 0.16298 -0.55424 0.90 1.27 1.13 0.291
H -4.16605 1.07277 1.06977 -0.20 -0.21 -0.39 0.285
H -0.76611 -1.41901 -1.82473 0.04 0.01 0.18 0.277
H 0.96409 -0.44823 1.80595 0.47 -0.08 -0.67 0.266
H -1.19022 -2.42595 -0.30583 -0.04 -0.66 -0.21 0.297
H 1.80921 -2.18190 1.79125 -0.96 1.14 -0.05 0.259
H 2.69170 0.37080 -0.24552 0.87 -0.27 -0.33 0.399
H 3.12393 -1.72258 0.09678 -0.75 0.58 0.66 0.214
H 2.27480 1.99220 -0.48122 1.28 0.23 -0.59 0.385
H 3.07764 1.22557 -1.77037 0.15 0.28 -0.67 0.349
H 3.98270 1.60381 -0.38518 -0.02 0.55 -0.12 0.354


[2]
20
Properties=species:S:1:pos:R:3:forces:R:3:mulliken_charge:R:1 method="wB97M-V/def2-TZVPD" charge=+1 homo_energy_ev=-11.64 smiles="C[C@H]([NH3+])C/C=C/N" orbital_gap_ev=8.1 multiplicity=1 total_energy_ha=-307.49875 relative_energy_kj_mol=322.6
C 1.59609 1.96526 1.01870 0.90 3.16 -0.29 -1.222
C 0.48025 0.97200 0.90888 -1.88 -0.48 -2.18 0.181
N 0.02322 0.47379 2.24235 0.54 -2.32 0.17 -0.320
C 0.87090 -0.16496 -0.23295 3.63 0.99 2.51 -0.846
C -0.07067 -1.10536 -0.76407 -2.92 2.35 -1.27 -0.857
C -1.06545 -0.72719 -1.63827 0.90 0.13 -0.42 0.094
N -1.85470 -1.71396 -2.18367 3.97 -1.07 1.10 -0.419
H 2.38527 1.75259 0.23410 -0.78 0.19 1.22 0.327
H 2.11299 2.22013 2.03427 -1.08 -1.08 -1.61 0.363
H 1.15957 2.98864 0.71783 0.79 -1.37 0.38 0.279
H -0.57052 1.31193 0.62198 1.72 0.63 -0.62 0.435
H -0.67763 -0.26323 1.97153 0.65 0.49 0.88 0.386
H -0.45496 1.19933 2.80225 0.51 -0.39 -0.25 0.359
H 0.83126 0.04012 2.75369 -1.09 0.39 -0.11 0.370
H 1.74052 -0.73253 0.28402 -1.13 0.68 -0.72 0.357
H 1.44022 0.37810 -1.03618 -0.86 -0.04 0.82 0.439
H -0.31089 -1.95875 -0.23045 0.17 -2.07 0.73 0.354
H -1.19821 0.35070 -2.08892 0.32 -2.28 0.89 0.288
H -1.75519 -2.68584 -1.88290 0.55 0.67 0.08 0.220
H -2.74876 -1.55851 -2.34573 -4.93 1.43 -1.32 0.209


[3]
20
Properties=species:S:1:pos:R:3:forces:R:3:mulliken_charge:R:1 method="wB97M-V/def2-TZVPD" charge=+1 homo_energy_ev=-14.42 orbital_gap_ev=5.7 multiplicity=1 total_energy_ha=-307.28253 relative_energy_kj_mol=890.3
C 1.57700 1.04019 1.51331 -2.92 -3.90 1.22 -1.151
C 0.80368 1.26482 0.18278 -3.63 -3.73 1.25 -0.295
C 0.94366 0.05722 -0.84960 4.04 -0.75 1.46 -1.002
C -0.19690 -0.94102 -0.86791 0.17 2.30 2.41 -0.053
C -1.58264 -0.26968 -1.11915 1.18 -4.34 4.42 -0.470
N -2.17898 0.03708 0.15580 1.84 -1.19 -2.39 -0.241
N -0.18001 -1.43838 0.59380 -1.60 -0.87 -2.23 -0.499
H 2.19720 1.85100 1.71308 1.11 1.12 0.78 0.351
H 0.86112 0.68136 2.47005 1.55 1.81 -2.51 0.244
H 2.08593 0.03722 1.46557 0.28 1.37 -0.25 0.291
H 1.02532 2.11385 -0.33227 0.86 2.60 -1.11 0.578
H -0.37253 1.33929 0.45585 2.76 0.22 -0.51 0.101
H 1.36313 0.21672 -1.83324 -0.69 1.03 -0.63 0.472
H 1.93219 -0.49435 -0.46181 -2.33 0.57 -0.54 0.332
H -1.63649 0.79855 -0.99118 -0.08 3.73 -0.37 0.435
H -3.18290 0.00714 0.14971 -1.45 0.54 -0.55 0.287
H -2.09127 -0.76804 -1.87078 -1.73 -0.02 -1.71 0.393
H -0.11323 -2.46189 0.43618 0.45 0.48 0.70 0.323
H -1.19540 -1.29053 0.68182 0.18 -0.51 1.97 0.227
H -0.05885 -1.78056 -1.49200 0.01 -0.46 -1.39 0.677


[4]
20
Properties=species:S:1:pos:R:3:forces:R:3:mulliken_charge:R:1 method="wB97M-V/def2-TZVPD" charge=+2 homo_energy_ev="-18.24 / -18.21" s_squared=0.7557 orbital_gap_ev="9.6 / 6.3" multiplicity=2 total_energy_ha=-307.02860 relative_energy_kj_mol=361.4
C -0.60496 -0.04502 -2.25948 -0.44 1.61 -0.21 -1.417
C -1.11696 0.10011 -0.82312 0.48 0.69 -0.50 0.282
C -0.34113 1.06645 0.13074 1.40 0.37 0.23 -0.694
C 0.99553 0.50395 0.62199 -1.23 -0.87 -0.63 -0.199
C 1.01328 -0.70531 1.23440 2.21 1.49 -0.02 -0.498
N 2.11030 -0.89956 2.27206 0.54 -2.21 -0.83 -0.304
N -2.45872 0.60673 -0.66558 0.11 -3.07 -1.62 -0.114
H -0.69668 0.86698 -2.85713 -0.05 0.24 0.23 0.439
H -1.23218 -0.75488 -2.78418 0.31 -0.59 0.00 0.413
H 0.46691 -0.25440 -2.27743 -0.24 -0.48 0.12 0.372
H -0.91146 -0.88564 -0.41383 -1.17 -0.23 0.79 0.305
H -0.89796 1.20194 1.05875 -0.15 -0.09 -0.07 0.372
H -0.22334 2.07534 -0.26521 0.04 -0.21 -0.41 0.464
H 1.90454 1.04545 0.35635 -0.12 0.74 1.38 0.412
H 0.83482 -1.64041 0.71781 -1.50 -0.17 0.73 0.291
H 3.07319 -0.75002 1.94128 -0.08 0.45 0.07 0.380
H 2.08555 -1.91582 2.44154 0.22 0.08 0.18 0.410
H 1.99874 -0.52497 3.21848 -0.37 0.72 -0.34 0.377
H -3.07044 -0.01535 -0.12529 -0.11 0.75 0.62 0.348
H -2.92903 0.92443 -1.52214 0.14 0.77 0.29 0.363


[5]
20
Properties=species:S:1:pos:R:3:forces:R:3:mulliken_charge:R:1 method="wB97M-V/def2-TZVPD" charge=+2 homo_energy_ev="-17.94 / -20.25" s_squared=0.7662 orbital_gap_ev="10.2 / 10.0" multiplicity=2 total_energy_ha=-307.13764 relative_energy_kj_mol=75.2
C 0.74309 0.76726 2.15390 -1.42 1.10 -0.75 -0.586
C 0.99110 -0.39954 1.19209 0.82 -0.35 0.97 -0.583
C 0.03715 -0.80582 0.11346 0.48 0.24 -0.36 -0.604
C -0.16009 -0.03610 -1.06789 -1.42 0.67 0.21 0.252
N -0.32150 -0.54663 -2.24311 1.01 -0.91 -0.30 -0.125
C -0.54138 0.15190 -3.51033 0.25 0.21 -0.16 -0.723
N -0.59414 0.59776 2.88677 0.00 -1.17 0.15 -0.319
H 0.60203 1.71166 1.61910 0.28 -0.11 0.01 0.349
H 1.52496 0.91459 2.89296 0.04 -0.27 -0.02 0.368
H 1.23690 -1.26930 1.81494 -0.24 -0.05 -0.26 0.403
H 1.95088 -0.16337 0.70626 -0.11 0.07 0.04 0.392
H -0.30947 -1.82842 0.07226 0.13 -0.22 0.06 0.451
H -0.41627 1.02280 -1.01218 0.53 0.11 0.10 0.352
H 0.04578 -1.49549 -2.36479 -0.55 -0.02 0.05 0.314
H -0.97683 -0.53661 -4.22938 -0.21 0.00 0.15 0.298
H 0.43937 0.43646 -3.89189 0.03 0.09 -0.06 0.369
H -1.15088 1.03848 -3.37509 -0.11 -0.02 0.09 0.313
H -1.29873 0.19595 2.25942 0.04 0.17 -0.06 0.334
H -0.49805 -0.10531 3.62984 -0.01 0.21 0.13 0.378
H -1.02898 1.42825 3.29905 0.45 0.23 0.01 0.368


[6]
21
Properties=species:S:1:pos:R:3:forces:R:3:mulliken_charge:R:1 method="wB97M-V/def2-TZVPD" homo_energy_ev="-3.32 / -10.59" s_squared=0.7506 orbital_gap_ev="3.9 / 11.0" multiplicity=2 total_energy_ha=-382.90770 relative_energy_kj_mol=273.6
N 0.07556 -1.64162 -0.54808 -1.57 1.08 -2.16 -1.463
C -0.04060 -0.47056 0.42900 -2.59 -3.83 2.62 -1.409
C 1.08599 0.37712 0.26115 1.37 3.63 4.42 1.298
C 1.20159 1.05719 -1.04413 -0.83 1.47 -1.60 -2.113
C 2.38557 -0.21438 0.70297 1.32 -3.01 1.30 -1.254
C -1.45347 0.11347 0.21915 2.50 0.72 -0.71 0.484
N -1.61441 1.42249 0.58139 -2.79 -0.75 -1.04 -0.298
O -2.21413 -0.53603 -0.44538 -1.61 -0.13 0.07 -0.363
H -0.76934 -2.29972 -0.65638 0.85 0.69 0.55 0.795
H 0.94103 -2.20771 -0.48186 0.29 -0.40 0.29 0.971
H 0.12083 -1.09770 -1.49451 -0.03 -1.32 0.89 0.702
H -0.02834 -0.96120 1.52113 0.03 0.78 -2.18 -0.140
H 0.95829 0.98907 1.27100 -0.25 0.47 -2.44 0.242
H 1.58272 2.08384 -1.12156 0.16 -0.14 0.82 0.390
H 0.23184 1.14034 -1.56158 0.18 -0.21 0.11 0.293
H 1.86228 0.49569 -1.67812 0.24 -0.49 -0.45 0.599
H 3.19340 0.24130 0.12561 0.12 -0.52 0.07 0.323
H 2.66856 -0.10265 1.82325 -0.76 -0.09 -1.83 0.298
H 2.26554 -1.38020 0.53612 1.23 2.01 0.17 0.189
H -1.05325 1.94139 1.18159 1.34 0.46 1.07 0.186
H -2.56311 1.80270 0.45636 0.81 -0.42 0.01 0.269


[7]
21
Properties=species:S:1:pos:R:3:forces:R:3:mulliken_charge:R:1 method="wB97M-V/def2-TZVPD" charge=+1 homo_energy_ev=-11.92 orbital_gap_ev=6.1 multiplicity=1 total_energy_ha=-382.52094 relative_energy_kj_mol=894.5
N 2.97368 -0.38550 -0.18236 0.50 1.55 1.18 -0.606
C 2.24039 0.58369 -0.73532 2.51 -0.69 -3.00 -0.361
C 0.63047 0.22683 -0.32857 -2.90 -1.42 2.34 -0.154
N -0.28495 1.02512 -0.83605 0.76 -0.13 -0.06 -0.391
C -1.74781 -2.18614 0.81699 -0.62 -0.86 -0.45 -0.300
C -2.47256 -1.32053 0.05511 -1.39 -0.25 0.39 -0.180
C -0.50794 2.21230 -0.07565 -0.15 0.83 -0.19 -0.826
O 0.69630 0.16510 1.10519 0.11 0.03 -0.47 -0.547
H 0.50924 -0.81916 -0.62685 0.48 0.27 -0.96 0.606
H 1.52861 -0.30984 1.29096 0.09 0.11 0.16 0.380
H 3.70281 -0.65286 -0.84237 -0.66 -1.01 -0.31 0.274
H 2.41321 1.64124 -0.51033 -1.13 0.03 1.20 0.313
H 2.25680 0.51159 -1.83844 0.10 0.54 -0.02 0.426
H -1.89876 -2.24592 1.88266 0.40 0.26 0.26 0.271
H -1.22629 -2.96584 0.28103 0.62 0.04 0.25 0.261
H -1.29400 -0.98656 0.51646 0.46 0.20 -0.08 0.373
H -2.55629 -1.44655 -1.01731 0.52 0.45 -0.08 0.252
H -3.17984 -0.68375 0.57547 0.17 0.41 -0.22 0.290
H -0.91809 3.00562 -0.69692 0.09 -0.04 -0.17 0.315
H 0.38136 2.57001 0.45423 0.16 -0.03 -0.03 0.324
H -1.24637 2.06114 0.71209 -0.10 -0.28 0.25 0.280


[8]
21
Properties=species:S:1:pos:R:3:forces:R:3:mulliken_charge:R:1 method="wB97M-V/def2-TZVPD" charge=+1 homo_energy_ev=-12.36 orbital_gap_ev=3.7 multiplicity=1 total_energy_ha=-382.56822 relative_energy_kj_mol=770.4
N 1.38653 -1.81620 1.66751 0.01 -0.10 0.44 -0.563
C 0.47559 0.09948 -2.02139 -0.17 0.01 -0.15 0.122
C -0.41503 0.85812 -2.99052 0.32 0.09 0.76 -1.209
C 0.77188 -1.17437 -2.24386 -0.21 -0.12 -0.25 -0.868
N -1.30089 -0.59563 1.55645 -2.11 -0.03 -1.53 -0.267
C -1.57934 0.71434 1.43643 -1.11 -1.29 0.58 -0.182
C 0.02968 1.07890 1.60235 1.21 1.19 1.47 -0.062
O 0.61559 1.35991 0.66152 1.02 0.36 -0.73 -0.215
H 2.04676 -1.30217 2.23290 -0.01 0.19 -0.15 0.252
H 1.13953 -2.68038 2.13266 -0.07 0.00 -0.12 0.272
H 0.58367 -1.31680 1.32350 0.06 -0.08 -0.22 0.326
H 0.81042 0.62350 -1.13184 0.05 -0.36 -0.57 0.490
H -0.13076 0.62748 -4.01329 -0.27 0.01 -0.09 0.414
H -1.44695 0.57010 -2.78089 -0.09 -0.03 -0.39 0.257
H -0.36488 1.93594 -2.83583 0.15 0.03 -0.12 0.314
H 0.41693 -1.60598 -3.17564 0.04 -0.17 0.08 0.253
H 1.30848 -1.84779 -1.58927 0.20 0.28 0.13 0.318
H -1.93511 -1.06043 2.22546 0.98 0.13 0.93 0.264
H -2.12889 1.26626 2.20021 -0.42 -0.23 -0.07 0.392
H -1.73124 1.02909 0.40085 0.56 0.22 -0.10 0.246
H 0.33133 1.14461 2.65554 -0.14 -0.07 0.08 0.444


[9]
21
Properties=species:S:1:pos:R:3:forces:R:3:mulliken_charge:R:1 method="wB97M-V/def2-TZVPD" charge=+1 homo_energy_ev=-13.25 smiles="N[C@@H](C=O)CCC[NH3+]" orbital_gap_ev=10.1 multiplicity=1 total_energy_ha=-382.78556 relative_energy_kj_mol=199.7
N 0.23478 -0.30240 -1.42790 0.37 -0.86 0.25 -0.709
C 0.02060 0.75364 -0.45232 -1.00 1.56 -1.28 0.360
C -0.96327 1.87335 -1.09252 0.20 -2.83 -0.80 -0.228
O -1.55684 1.41695 -2.03682 -0.33 1.21 -0.04 -0.445
C -0.72351 0.25122 0.75158 -0.49 0.20 2.35 -1.100
C 0.18579 -0.17961 1.94540 0.70 0.69 -1.50 -0.711
C 1.45783 -0.97943 1.49393 -2.55 -1.45 1.75 -0.613
N 0.97682 -2.07196 0.53178 1.83 2.21 -1.58 -0.282
H 0.56087 0.04977 -2.32040 -0.05 0.01 0.03 0.233
H -0.60626 -0.85589 -1.60270 0.01 0.67 -0.15 0.246
H 1.00210 1.19038 -0.25306 -0.17 0.08 0.49 0.381
H -1.22225 2.85151 -0.67870 0.40 0.18 0.36 0.447
H -1.50633 -0.52051 0.62404 0.63 -0.04 -0.93 0.449
H -1.39990 1.03764 1.14686 0.59 -0.03 -0.10 0.382
H 0.57185 0.70680 2.43467 -0.01 0.22 0.18 0.391
H -0.44088 -0.69298 2.66639 0.31 -0.44 0.17 0.357
H 1.70549 -1.54941 2.40137 0.80 0.46 -0.37 0.376
H 2.28693 -0.42414 1.05457 -0.29 -0.13 0.04 0.374
H 1.73145 -2.74361 0.40138 -0.83 -0.90 0.43 0.395
H -0.00367 -2.32013 0.61931 0.31 -0.89 0.61 0.349
H 0.97608 -1.55256 -0.41148 -0.43 0.09 0.11 0.345


[10]
21
Properties=species:S:1:pos:R:3:forces:R:3:mulliken_charge:R:1 method="wB97M-V/def2-TZVPD" charge=+1 homo_energy_ev=-12.96 smiles="C=C(N)C[C@H]([NH3+])CO" orbital_gap_ev=9.8 multiplicity=1 total_energy_ha=-382.76457 relative_energy_kj_mol=254.8
C -0.58502 0.69842 -2.38815 -0.96 2.57 0.66 -1.007
C -0.95980 0.16208 -1.21635 1.17 -0.66 -2.91 0.306
N -1.02628 -1.27020 -1.19956 -0.56 -0.30 0.91 -0.520
C -0.79904 0.77778 0.11464 -1.05 -1.24 1.94 -0.680
C 0.65675 0.63854 0.64586 0.40 -0.90 0.51 0.176
N 1.42924 -0.35047 -0.21455 0.71 0.60 -2.11 -0.317
C 0.76834 0.02744 2.12414 -0.58 1.94 1.16 -0.812
O -0.51733 -0.23907 2.63865 -0.23 -0.13 0.08 -0.519
H -0.70015 0.30911 -3.38646 0.14 -0.67 0.11 0.313
H -0.44452 1.79792 -2.38370 0.14 -0.72 -0.04 0.280
H -1.22117 -1.72964 -2.08112 0.32 0.48 -0.35 0.233
H -1.73172 -1.64842 -0.58186 -0.01 0.13 0.49 0.206
H -1.14625 1.80186 0.34412 0.19 -0.46 -0.91 0.501
H -1.45838 0.13402 0.74940 0.59 0.70 -0.07 0.265
H 1.04455 1.67116 0.49979 0.63 -1.08 0.50 0.428
H 2.30982 -0.75782 0.10779 -0.61 -0.22 1.07 0.368
H 1.80361 0.07588 -1.07233 -0.64 0.47 -0.02 0.379
H 0.74226 -1.04526 -0.61176 0.18 -0.34 0.53 0.382
H 1.08480 0.88301 2.75228 0.20 -0.36 -0.35 0.265
H 1.49840 -0.77491 2.38673 -0.44 0.35 -1.09 0.445
H -0.74812 -1.16141 2.77243 0.41 -0.18 -0.12 0.309


[11]
21
Properties=species:S:1:pos:R:3:forces:R:3:mulliken_charge:R:1 method="wB97M-V/def2-TZVPD" charge=+1 homo_energy_ev=-14.73 smiles="CC(C)[C@H]([NH3+])C(N)=O" orbital_gap_ev=11.4 multiplicity=1 total_energy_ha=-382.83301 relative_energy_kj_mol=75.2
C 0.77793 1.17187 -1.04280 0.09 -0.52 -1.22 -1.448
C 0.70382 0.44438 0.28202 1.06 1.21 1.76 0.280
C 2.04420 -0.20986 0.70979 0.15 -1.13 -0.68 -1.289
C -0.46122 -0.45808 0.44470 -0.04 -2.99 -0.79 -0.113
N -0.31921 -1.70290 -0.55495 0.77 1.06 0.62 -0.286
C -1.87750 -0.04001 0.15312 -1.02 1.98 0.73 0.327
N -2.26148 1.17677 0.60063 0.11 -0.23 -0.06 -0.320
O -2.67491 -0.78892 -0.37058 0.27 -0.60 -0.43 -0.640
H 1.13062 2.19872 -1.03168 -0.16 0.08 0.42 0.355
H -0.16017 1.11996 -1.60409 -0.12 0.35 0.22 0.348
H 1.49257 0.67152 -1.71272 -0.01 -0.06 0.19 0.431
H 0.58106 1.08933 1.16968 -0.40 0.66 -0.73 0.389
H 2.88290 0.08219 0.07832 -0.12 0.44 0.09 0.369
H 2.31860 -0.05780 1.74972 -0.15 0.19 0.03 0.365
H 2.02498 -1.29767 0.57212 -0.07 -0.08 0.08 0.315
H -0.45584 -0.91076 1.43849 -0.05 0.07 0.01 0.455
H -1.16803 -1.71213 -1.13957 -0.10 -0.10 0.12 0.360
H -0.17115 -2.61813 -0.12894 -0.26 0.18 0.19 0.320
H 0.52553 -1.48125 -1.07630 -0.07 -0.28 -0.49 0.315
H -1.69892 1.92727 0.95206 0.53 -0.20 0.08 0.195
H -3.23380 1.39550 0.51101 -0.41 -0.03 -0.15 0.272


[12]
21
Properties=species:S:1:pos:R:3:forces:R:3:mulliken_charge:R:1 method="wB97M-V/def2-TZVPD" charge=+1 homo_energy_ev=-12.81 orbital_gap_ev=9.3 multiplicity=1 total_energy_ha=-382.78795 relative_energy_kj_mol=193.5
C 0.27620 1.45154 -0.93371 -0.41 -0.11 0.06 -0.122
C -0.47803 1.53782 -2.04342 0.70 0.31 0.19 -0.174
N -1.08432 0.55800 -2.73331 -0.38 0.23 0.25 -0.369
N 0.87107 2.67830 -0.38099 -0.16 0.82 0.23 -0.284
H 0.37182 0.61796 -0.26848 0.12 -0.33 -0.10 0.083
H -0.52150 2.53104 -2.48621 -0.23 -0.10 -0.24 0.211
H -1.80784 0.87852 -3.35499 0.03 -0.25 -0.16 0.260
H -1.23534 -0.34402 -2.29308 0.18 0.07 -0.01 0.321
H 1.89334 2.71875 -0.41103 0.02 -0.26 0.08 0.359
H 0.56806 2.83636 0.58448 0.24 -0.24 0.10 0.372
H 0.55804 3.53413 -0.84506 -0.09 -0.16 -0.40 0.357
O -0.81384 -1.65701 -0.73561 0.48 0.39 0.20 -0.526
C -0.64953 -2.12313 0.37331 -0.98 -0.20 -0.91 -0.036
C 0.57714 -2.01574 1.19896 -0.16 0.52 0.48 -0.307
C 0.23368 -1.60182 2.65163 0.34 -0.49 -0.69 -1.045
H -1.50986 -2.69814 0.75975 0.24 -0.12 0.49 0.375
H 1.25983 -1.31487 0.72114 0.20 -0.18 -0.08 0.263
H 1.00785 -3.02040 1.20949 0.20 0.05 0.01 0.314
H -0.12910 -0.58057 2.73804 -0.22 0.00 -0.14 0.298
H 1.12927 -1.67337 3.26150 -0.05 -0.15 0.16 0.322
H -0.51695 -2.31336 2.98760 -0.05 0.20 0.49 0.328